Formula: C18H22N5OTi
Source: the OMol25 dataset
Level of theory: ωB97M-V with the def2-TZVPD basis set

The geometry in ORCA input format:
```
! wB97M-V def2-TZVPD RIJCOSX def2/J DEFGRID3
* xyz 3 1
Ti -0.23780 -0.30402 0.31234
O 0.26239 0.99547 3.01328
C 0.75463 1.15213 1.92955
N -0.04456 1.48832 0.77122
C -1.22166 2.34665 0.91870
C -2.44194 1.48270 1.04360
C -3.63649 1.93779 1.55992
C -4.73076 1.08697 1.55409
C -4.59722 -0.19541 1.02141
C -3.36598 -0.60457 0.57792
N -2.26359 0.20164 0.61362
C 2.08865 0.68014 1.44113
C 3.31240 0.87454 2.04209
C 4.43915 0.50369 1.30865
C 4.28533 -0.04781 0.04434
C 3.00801 -0.27910 -0.45418
N 1.92410 0.07560 0.24397
H -1.30039 2.94390 0.00434
H -1.07614 3.03281 1.75448
H -3.71360 2.94765 1.93946
H -5.68451 1.41470 1.94888
H -5.43654 -0.87391 0.96206
H -3.24290 -1.59415 0.15818
H 3.38644 1.34102 3.01536
H 5.43038 0.66932 1.71184
H 5.14377 -0.29808 -0.56439
H 2.85736 -0.72519 -1.42893
C 0.19897 -2.44401 -0.94303
C -0.03713 -4.01340 -1.17734
N 0.19426 -4.68859 0.06187
C 1.52947 -4.44932 0.57302
C 1.66815 -2.94538 0.97140
N 0.42879 -2.24417 0.51614
C -0.73611 -2.78168 1.27579
C -0.79752 -4.34654 1.04239
H -0.71969 -1.89760 -1.28144
H 1.06808 -2.07473 -1.49023
H 0.66321 -4.34171 -1.94282
H -1.05382 -4.18843 -1.52355
H 2.25706 -4.71457 -0.19256
H 1.70407 -5.08589 1.43861
H 2.52450 -2.47907 0.49255
H 1.73216 -2.79294 2.04896
H -1.64381 -2.30886 0.88581
H -0.60819 -2.51865 2.32937
H -1.79052 -4.63541 0.70275
H -0.58576 -4.85194 1.98271
*
```

Results
HOMO-LUMO gap   0.2105 hartree
E_LUMO   -12.759 eV
Energy relative to the best compared isomer or geometry (same formula, charge and spin)   52.3 kJ/mol

***

Formula: C18H22N6O2
Source: the OMol25 dataset
Level of theory: ωB97M-V with the def2-TZVPD basis set

The geometry in ORCA input format:
```
! wB97M-V def2-TZVPD RIJCOSX def2/J DEFGRID3
* xyz 0 1
O -2.01464 2.31538 1.32198
C -2.42635 1.74299 0.32861
C -3.49047 0.66315 0.44486
C -2.82596 -0.70419 0.69010
C -2.09833 -0.65265 1.98155
N -2.64684 -0.70498 3.17503
N -1.71833 -0.51389 4.10098
C -0.56978 -0.33277 3.48428
C 0.73690 -0.06749 3.93731
C 1.71273 0.03393 3.00072
C 1.39911 -0.16080 1.61312
N 2.40934 -0.07105 0.70107
C 2.29693 -0.67204 -0.61542
C 2.69782 -2.11229 -0.60560
C 2.01273 -3.23685 -0.24921
C 2.92412 -4.31339 -0.37764
C 4.09408 -3.76282 -0.79710
O 3.97051 -2.43188 -0.93353
N 0.18220 -0.38030 1.17751
N -0.76781 -0.43018 2.11398
N -1.96073 2.05223 -0.90493
C -2.20334 1.35357 -2.14406
C -0.92099 0.66347 -2.61824
C 0.19991 1.68780 -2.77099
C 0.38729 2.44659 -1.45960
C -0.93791 3.07278 -1.03183
H -4.14653 0.62678 -0.42324
H -4.08871 0.90540 1.32493
H -2.12353 -0.94612 -0.10961
H -3.59747 -1.47356 0.74592
H 0.91684 0.04499 4.99330
H 2.73570 0.24367 3.27268
H 3.34026 -0.07491 1.09219
H 1.25514 -0.58239 -0.92000
H 2.94082 -0.11781 -1.30272
H 0.98962 -3.28780 0.06206
H 2.73022 -5.34818 -0.18459
H 5.04872 -4.19239 -1.02685
H -2.99743 0.61864 -2.03152
H -2.51871 2.08806 -2.89681
H -1.10904 0.15607 -3.56587
H -0.63289 -0.08665 -1.87887
H 1.12736 1.18950 -3.05889
H -0.06173 2.39292 -3.56404
H 1.14021 3.22729 -1.57416
H 0.71750 1.76261 -0.67686
H -0.84078 3.56371 -0.06267
H -1.26779 3.80586 -1.77732
*
```

Results
HOMO-LUMO gap   0.3245 hartree
E_LUMO   0.377 eV
SMILES string   O=C(CCc1nnc2ccc(NCc3ccco3)nn12)N1CCCCC1
Energy relative to the best compared isomer or geometry (same formula, charge and spin)   228.4 kJ/mol

***

Formula: C18H22N8O3
Source: the OMol25 dataset
Level of theory: ωB97M-V with the def2-TZVPD basis set

The geometry in ORCA input format:
```
! wB97M-V def2-TZVPD RIJCOSX def2/J DEFGRID3
* xyz 0 1
C -1.88069 1.42932 2.45017
C -1.95134 -0.06593 2.15130
C -2.58855 -0.79977 3.35903
O -2.22107 -0.31747 4.61900
C -2.89087 -0.40232 0.96998
N -2.34867 -0.43851 -0.38489
C -1.44858 0.37816 -0.97221
O -1.01874 1.42636 -0.51452
C -0.97166 -0.12833 -2.30212
C -0.18873 0.67877 -3.04482
N 0.31418 0.16845 -4.21129
C 1.13130 0.64312 -5.19210
N 1.32913 -0.28528 -6.09172
N 0.64817 -1.40230 -5.72786
C 0.04569 -1.12711 -4.59510
C -0.80673 -1.89919 -3.75452
N -1.30324 -1.41605 -2.66381
N -0.63633 -0.62884 1.82320
C 0.40902 -0.77000 2.65334
O 0.38611 -0.53171 3.85539
C 1.67933 -1.32737 2.01409
C 1.84981 -1.11014 0.55006
C 1.61989 -1.91737 -0.53126
N 1.96830 -1.28224 -1.69824
C 2.40224 -0.10668 -1.32370
N 2.34096 0.06548 0.02114
C 2.77264 1.21974 0.75720
C 2.37402 2.57565 0.25989
C 1.75652 2.02411 1.51131
H -2.85122 1.76765 2.81647
H -1.15676 1.61558 3.24181
H -1.61301 1.99188 1.56092
H -3.67206 -0.66836 3.28687
H -2.37558 -1.87264 3.24876
H -1.24846 -0.35383 4.65425
H -3.30365 -1.39931 1.13269
H -3.72348 0.30374 1.01757
H -2.50665 -1.28758 -0.91020
H 0.06768 1.68493 -2.75156
H 1.53741 1.63986 -5.20604
H -1.04858 -2.91486 -4.04312
H -0.44812 -0.82675 0.85203
H 2.51060 -0.90836 2.58105
H 1.67696 -2.40076 2.21532
H 1.23889 -2.92675 -0.52740
H 2.77763 0.66882 -1.97358
H 3.75789 1.11754 1.19480
H 3.10514 3.36744 0.33217
H 1.72746 2.61260 -0.60607
H 0.72560 1.71189 1.42565
H 2.05021 2.42471 2.47068
*
```

Results
HOMO-LUMO gap   0.3221 hartree
E_LUMO   -0.241 eV
SMILES string   C[C@@](CO)(CNC(=O)c1cn2cnnc2cn1)NC(=O)Cc1cncn1C1CC1
Energy relative to the best compared isomer or geometry (same formula, charge and spin)   26.7 kJ/mol

***

Formula: C18H23As2CdF6N2O4S6Sb
Source: the OMol25 dataset
Level of theory: ωB97M-V with the def2-TZVPD basis set

The geometry in ORCA input format:
```
! wB97M-V def2-TZVPD RIJCOSX def2/J DEFGRID3
* xyz -2 1
Cd -0.48888 -1.13139 0.19521
C 1.31362 0.69336 3.75043
As 1.36399 -0.48926 2.18852
C 1.60481 -2.20577 3.05739
C 3.18530 -0.09186 1.58933
C 4.26314 -0.52111 2.36134
C 5.56837 -0.27708 1.96687
C 5.80918 0.40240 0.78382
C 4.74363 0.83556 0.00966
C 3.42640 0.60167 0.39836
As 1.90449 1.22104 -0.68287
C 2.78880 1.38937 -2.42852
C 2.04610 3.11125 -0.15800
H 2.21350 0.55884 4.35235
H 0.42702 0.46248 4.33727
H 1.24864 1.72763 3.41094
H 2.30741 -2.15117 3.88956
H 1.93624 -2.93619 2.31674
H 0.62428 -2.52000 3.41272
H 4.08279 -1.07403 3.27503
H 6.39329 -0.63110 2.57413
H 6.82569 0.58533 0.45421
H 4.95372 1.35286 -0.91805
H 3.61320 2.10394 -2.41870
H 2.03188 1.73690 -3.13296
H 3.13769 0.40953 -2.75164
H 3.07856 3.45815 -0.22789
H 1.68143 3.23705 0.86185
H 1.40154 3.69515 -0.81576
F -4.99057 0.40725 1.74086
C -4.12614 -0.37316 2.39937
F -4.71791 -0.77149 3.53705
F -3.86199 -1.43417 1.65821
S -2.59130 0.55752 2.85032
O -1.76239 -0.42623 3.47440
O -3.05108 1.67979 3.61081
N -2.03402 0.90041 1.39330
S -1.79814 2.37649 0.86937
O -1.08842 2.30528 -0.37376
O -1.37679 3.32944 1.84978
C -3.47051 2.95483 0.31721
F -4.01933 2.08779 -0.53116
F -3.32704 4.12872 -0.32331
F -4.30911 3.14632 1.33370
S 1.77303 -5.67326 0.38495
Sb 0.34756 -4.21093 -0.63283
S 1.48964 -2.13369 -1.06918
S -1.24249 -3.38036 0.98704
S -0.83316 -4.87558 -2.48639
C -3.51737 -1.22264 -5.60421
C -2.98353 -1.04391 -4.21175
C -2.22509 0.07413 -3.86589
C -1.68859 0.16742 -2.59904
N -1.88055 -0.76943 -1.66579
C -2.59860 -1.84496 -1.98837
C -3.16775 -2.01180 -3.24099
H -3.67557 -0.26190 -6.09516
H -4.45694 -1.77510 -5.59941
H -2.80263 -1.79396 -6.20105
H -2.03808 0.86047 -4.58723
H -1.08156 1.01382 -2.30596
H -2.67766 -2.61183 -1.22425
H -3.70175 -2.92883 -3.45202
*
```

Results
HOMO-LUMO gap   0.2208 hartree
E_LUMO   4.202 eV
Energy relative to the best compared isomer or geometry (same formula, charge and spin)   0.0 kJ/mol

***

Formula: C18H23AsN6O2Pd
Source: the OMol25 dataset
Level of theory: ωB97M-V with the def2-TZVPD basis set

The geometry in ORCA input format:
```
! wB97M-V def2-TZVPD RIJCOSX def2/J DEFGRID3
* xyz 2 1
Pd -0.61611 -0.74677 -0.36411
O 6.50525 -1.43363 -0.25213
C 6.25618 -0.25007 0.31651
O 7.11247 0.41035 0.81594
C 4.81924 0.23279 0.30944
C 3.73640 -0.63955 0.38574
C 2.44733 -0.13862 0.41388
C 2.24642 1.23653 0.34678
C 3.31983 2.11422 0.29618
C 4.60545 1.60575 0.28913
N 0.91350 1.73579 0.29549
C 0.26144 2.72774 0.84567
C -2.13652 1.68501 0.81836
C -3.15423 2.44428 1.36636
C -4.20939 1.78787 1.98063
C -4.22828 0.40051 2.00950
C -3.17929 -0.28811 1.43068
N -2.15179 0.34679 0.85590
H 5.75400 -1.81395 -0.71652
H 3.89132 -1.70785 0.47302
H 1.60315 -0.81684 0.55120
H 3.14836 3.18216 0.24304
H 5.45793 2.27094 0.26167
H 0.61122 3.56514 1.43303
H -3.11838 3.52221 1.29127
H -5.01316 2.35514 2.43050
H -5.04424 -0.13903 2.46805
H -3.14940 -1.36827 1.41359
N -2.01124 2.13520 -2.65872
C -1.74851 3.29117 -2.00752
N -1.94066 4.43355 -2.68190
N -1.35648 3.39666 -0.76032
C -0.98902 2.33065 0.06572
N -0.08863 1.23701 -0.48852
H -2.35609 2.14385 -3.60298
H -1.83870 1.24801 -2.24016
H -2.27773 4.45419 -3.62740
H -1.81217 5.30491 -2.20031
C -2.47851 -4.18625 -0.57590
As -0.89206 -3.12099 -0.25268
C -0.34627 -3.72467 1.51669
C 0.43102 -3.99327 -1.38252
H -2.18286 -5.23258 -0.50930
H -2.88626 -3.99136 -1.56540
H -3.24522 -3.98866 0.17081
H -0.51303 -4.79742 1.60439
H -0.92091 -3.21774 2.29064
H 0.71121 -3.51896 1.67912
H 0.57194 -5.01441 -1.03112
H 1.37997 -3.46040 -1.33165
H 0.10150 -4.00901 -2.41972
*
```

Results
HOMO-LUMO gap (spin up / spin down)   0.2387 / 0.2199 hartree
E_LUMO (spin up / spin down)   -8.327 / -8.768 eV
Energy relative to the best compared isomer or geometry (same formula, charge and spin)   418.9 kJ/mol